(1)
{
  "formula": "C5H8NO",
  "method": "ωB97M-V/def2-TZVPD",
  "gap_ev": 10.16,
  "e_lumo_ha": -0.200,
  "relative_energy_kj_mol": 566.0,
  "total_charge": 1,
  "symbols": ["O", "N", "C", "C", "C", "C", "C", "H", "H", "H", "H", "H", "H", "H", "H"],
  "xyz": [[0.967, -3.122, -2.170], [1.404, -2.530, -1.251], [-1.295, 0.785, 0.341], [0.982, -0.081, -0.247], [-0.471, -0.458, 0.319], [2.116, -2.638, -0.040], [1.497, -1.351, -0.453], [-0.947, 1.527, -0.385], [-0.407, -0.923, 1.321], [0.806, 0.477, -1.151], [-1.327, 1.474, 1.322], [2.639, -3.360, 0.757], [1.604, 0.536, 0.496], [-0.875, -1.243, -0.336], [-2.449, 0.530, 0.203]]
}

***

(2)
{
  "formula": "C5H8NO",
  "method": "ωB97M-V/def2-TZVPD",
  "gap_ev": [7.92, 9.14],
  "e_lumo_ha": [-0.176, -0.155],
  "relative_energy_kj_mol": 589.3,
  "total_charge": 1,
  "symbols": ["O", "N", "C", "C", "C", "C", "C", "H", "H", "H", "H", "H", "H", "H", "H"],
  "xyz": [[-1.642, -1.124, -0.047], [-0.167, 0.420, -0.718], [2.633, 0.128, 0.263], [-1.905, -0.184, 0.764], [2.216, -0.972, 0.479], [-0.480, -1.056, -0.638], [-1.009, 1.031, 0.384], [-2.820, -0.261, 1.201], [-0.320, 0.692, -1.619], [3.250, 0.967, 0.101], [-0.195, -1.479, -1.601], [-1.514, 1.868, -0.177], [1.724, -1.852, 0.714], [0.834, 0.467, -0.441], [-0.603, 1.356, 1.335]]
}

***

(3)
{
  "formula": "C5H8NO2",
  "method": "ωB97M-V/def2-TZVPD",
  "gap_ev": [2.92, 7.69],
  "e_lumo_ha": [0.247, 0.245],
  "relative_energy_kj_mol": 64.3,
  "total_charge": -2,
  "spin_multiplicity": 2,
  "symbols": ["O", "O", "N", "C", "C", "C", "C", "C", "H", "H", "H", "H", "H", "H", "H", "H"],
  "xyz": [[-2.403, -1.123, 1.575], [-2.432, 0.463, 3.034], [1.195, 0.189, -2.954], [-0.577, 0.489, 1.612], [1.179, -0.399, -1.623], [0.702, 0.246, -0.559], [-1.915, -0.124, 2.065], [0.222, -0.483, 0.640], [-0.552, -1.222, 0.361], [1.936, 0.142, -3.568], [0.073, 0.857, 2.344], [0.931, -1.232, 1.145], [0.846, 1.136, -2.975], [1.162, -1.498, -1.693], [-0.877, 1.302, 1.033], [0.509, 1.259, -0.438]]
}

***

(4)
{
  "formula": "C5H8NO2S",
  "method": "ωB97M-V/def2-TZVPD",
  "gap_ev": 6.70,
  "e_lumo_ha": -0.171,
  "relative_energy_kj_mol": 303.0,
  "total_charge": 1,
  "symbols": ["S", "O", "O", "N", "C", "C", "C", "C", "C", "H", "H", "H", "H", "H", "H", "H", "H"],
  "xyz": [[-0.363, -0.641, 2.599], [-1.103, -3.039, 3.277], [-1.537, 0.149, -2.235], [-0.154, -0.086, -0.558], [0.980, 0.081, 0.260], [0.427, 1.730, -2.065], [0.974, -0.277, 1.522], [-0.296, -2.303, 2.635], [-0.394, 0.525, -1.712], [0.066, 2.312, -2.948], [1.819, 0.416, -0.263], [-1.747, -2.663, 3.938], [1.997, -0.098, 2.021], [-1.857, 0.708, -2.937], [-0.935, -0.488, -0.235], [1.475, 1.417, -2.189], [0.649, 2.257, -1.111]]
}

***

(5)
{
  "formula": "C5H8NO4",
  "method": "ωB97M-V/def2-TZVPD",
  "gap_ev": 9.81,
  "e_lumo_ha": -0.175,
  "relative_energy_kj_mol": 187.6,
  "total_charge": 1,
  "symbols": ["O", "O", "O", "O", "N", "C", "C", "C", "C", "C", "H", "H", "H", "H", "H", "H", "H", "H"],
  "xyz": [[0.557, -2.829, 1.472], [0.223, 0.805, 2.617], [1.180, 1.615, 0.719], [-0.239, -0.486, -0.809], [-1.204, -1.084, 1.269], [0.950, -1.847, 0.807], [-0.151, 0.905, -1.189], [1.152, 1.528, -0.718], [0.041, -0.706, 0.546], [0.598, 0.861, 1.510], [1.923, 0.858, -0.970], [-1.067, 1.534, -0.869], [-1.904, -1.017, 0.614], [1.980, -1.766, 0.581], [-0.041, 0.810, -2.307], [-1.412, -0.540, 2.185], [1.162, 2.525, -1.061], [-0.739, -2.207, 1.550]]
}

***

(6)
{
  "formula": "C5H8NO5",
  "method": "ωB97M-V/def2-TZVPD",
  "gap_ev": 8.52,
  "e_lumo_ha": 0.135,
  "relative_energy_kj_mol": 407.6,
  "total_charge": -1,
  "symbols": ["O", "O", "O", "O", "O", "N", "C", "C", "C", "C", "C", "H", "H", "H", "H", "H", "H", "H", "H"],
  "xyz": [[0.769, -2.038, 1.885], [1.396, 1.990, 1.452], [2.058, -0.898, -0.029], [2.778, 0.564, 2.085], [-0.692, -0.370, 2.170], [1.816, 0.884, 1.362], [1.147, 0.002, 0.512], [0.257, -0.951, 1.746], [-2.136, 0.228, -1.597], [-0.684, -0.330, -1.267], [-0.014, 0.586, -0.337], [0.323, 1.495, -0.862], [-0.086, -0.312, -2.103], [-2.111, 1.124, -2.262], [-2.766, -0.407, -2.073], [1.962, -1.636, 0.478], [-0.695, -1.370, -0.897], [-2.639, 0.607, -0.737], [-0.684, 0.831, 0.473]]
}

***

(7)
{
  "formula": "C5H8NO5P",
  "method": "ωB97M-V/def2-TZVPD",
  "gap_ev": [6.79, 6.78],
  "e_lumo_ha": [0.229, 0.229],
  "relative_energy_kj_mol": 389.6,
  "total_charge": -2,
  "symbols": ["P", "O", "O", "O", "O", "O", "N", "C", "C", "C", "C", "C", "H", "H", "H", "H", "H", "H", "H", "H"],
  "xyz": [[-2.245, 0.362, -0.515], [1.075, -0.093, 3.264], [3.110, -0.865, 2.776], [-2.929, -0.838, 0.014], [-2.479, 1.607, 0.544], [-2.558, 0.850, -1.913], [0.036, -0.497, 0.923], [1.927, -0.561, 2.539], [0.292, 0.292, -2.572], [1.375, -0.884, 0.997], [0.147, -0.519, -1.537], [-0.478, -0.053, -0.267], [-1.757, 2.124, 0.546], [1.606, -1.939, 1.010], [0.010, 1.397, -2.567], [0.709, -0.243, -3.381], [-0.362, -0.143, 1.733], [2.008, -0.318, 0.190], [0.151, -1.555, -1.521], [0.362, 1.877, -0.263]]
}

***

(8)
{
  "formula": "C5H8NO5S",
  "method": "ωB97M-V/def2-TZVPD",
  "gap_ev": 9.07,
  "e_lumo_ha": 0.122,
  "relative_energy_kj_mol": 0.0,
  "total_charge": -1,
  "symbols": ["S", "O", "O", "O", "O", "O", "N", "C", "C", "C", "C", "C", "H", "H", "H", "H", "H", "H", "H", "H"],
  "xyz": [[-2.108, -0.667, -0.016], [-1.041, 2.786, 0.059], [-2.625, -0.982, -1.316], [-2.832, -0.992, 1.173], [-2.675, 1.210, -0.024], [-0.865, -1.890, 0.144], [-0.694, 0.514, -0.002], [1.211, 0.030, 1.421], [-1.459, 1.647, 0.016], [0.621, -0.009, 0.004], [0.327, -1.480, -0.424], [1.528, 0.709, -0.997], [1.120, -2.153, -0.083], [1.107, 0.635, -1.997], [2.527, 0.277, -0.992], [1.586, 1.762, -0.727], [1.289, 1.064, 1.750], [2.193, -0.438, 1.446], [0.534, -0.499, 2.089], [0.254, -1.524, -1.523]]
}

***

> What is the formula in the seventh record?

C5H8NO5P